(1)
134
Properties=species:S:1:pos:R:3:lowdin_charge:R:1 method="wB97M-V/def2-TZVPD" e_homo_ev=-8.0572 multiplicity=1 charge=+1 max_force_ha_per_bohr=0.010 lumo_ev=-1.72
Ba 0.360 0.117 -0.205 1.5099
C 1.651 1.929 2.310 -0.1949
C 1.539 0.576 3.036 -0.1473
C 0.156 0.208 3.505 -0.3149
C -0.220 0.266 4.838 -0.0086
C -1.485 -0.177 5.197 -0.0481
C -2.329 -0.660 4.214 -0.0453
C -1.879 -0.667 2.905 -0.1292
N -0.666 -0.245 2.550 0.0335
N 2.441 1.844 1.069 -0.2320
C 3.709 1.118 1.166 -0.1371
C 4.226 0.811 -0.220 -0.2770
C 5.526 1.114 -0.589 -0.0131
C 5.940 0.848 -1.888 -0.0424
C 5.031 0.301 -2.773 -0.0456
C 3.751 0.023 -2.313 -0.1547
N 3.350 0.254 -1.066 0.0614
C 2.664 3.169 0.481 -0.1270
C 1.943 3.494 -0.814 -0.2867
C 2.192 4.732 -1.395 -0.0240
C 1.534 5.074 -2.562 -0.0366
C 0.641 4.169 -3.114 -0.0360
C 0.449 2.964 -2.467 -0.1342
N 1.087 2.623 -1.341 -0.0036
H 2.066 2.680 2.996 0.1322
H 0.656 2.287 2.021 0.0718
H 2.237 0.549 3.874 0.1276
H 1.842 -0.232 2.367 0.0578
H 0.474 0.638 5.580 0.1181
H -1.803 -0.147 6.231 0.1167
H -3.324 -1.014 4.444 0.1153
H -2.513 -1.030 2.105 0.0989
H 3.559 0.174 1.688 0.1142
H 4.463 1.682 1.732 0.1359
H 6.199 1.562 0.129 0.1179
H 6.949 1.078 -2.201 0.1150
H 5.294 0.086 -3.799 0.1127
H 3.015 -0.408 -2.981 0.0795
H 3.733 3.300 0.283 0.1300
H 2.413 3.945 1.214 0.1251
H 2.888 5.416 -0.927 0.1227
H 1.709 6.034 -3.029 0.1155
H 0.086 4.388 -4.015 0.1122
H -0.266 2.245 -2.857 0.0948
C -4.332 5.045 0.607 -0.0303
C -2.893 5.443 0.746 -0.2565
C -2.589 6.794 0.898 -0.0381
C -1.286 7.243 1.051 -0.0722
C -0.245 6.332 1.059 -0.0823
C -0.535 4.984 0.912 -0.1094
C -1.835 4.516 0.745 -0.3158
P -1.981 2.691 0.594 1.0904
C -3.279 2.342 1.855 -0.3283
C -2.805 2.653 3.133 -0.1264
C -3.585 2.500 4.265 -0.0960
C -4.866 1.987 4.132 -0.0823
C -5.342 1.663 2.872 -0.0467
C -4.583 1.844 1.712 -0.2605
C -5.239 1.526 0.394 -0.0334
C -2.535 2.388 -1.108 -0.3721
C -2.680 3.425 -2.030 -0.1273
C -2.854 3.184 -3.381 -0.1175
C -2.868 1.858 -3.822 -0.0995
C -2.733 0.816 -2.933 -0.0712
C -2.588 1.021 -1.533 -0.4272
C -2.466 -0.071 -0.628 -0.3081
H -4.938 5.902 0.318 0.0861
H -4.719 4.659 1.553 0.0917
H -4.466 4.266 -0.141 0.0550
H -3.401 7.512 0.893 0.1134
H -1.091 8.302 1.165 0.1063
H 0.779 6.662 1.183 0.1012
H 0.269 4.261 0.933 0.0526
H -1.796 3.043 3.240 0.1001
H -3.194 2.772 5.237 0.1058
H -5.498 1.852 5.000 0.1049
H -6.351 1.282 2.769 0.1103
H -6.307 1.370 0.543 0.0818
H -4.821 0.629 -0.062 0.0685
H -5.114 2.328 -0.332 0.0682
H -2.627 4.451 -1.684 0.1022
H -2.976 4.003 -4.077 0.0978
H -3.002 1.642 -4.876 0.1034
H -2.798 -0.204 -3.296 0.0850
H -2.776 -1.046 -1.001 0.0268
H -2.791 0.114 0.393 -0.0177
N 1.926 -3.556 -0.876 -0.3980
P 1.373 -2.657 -2.236 0.9033
C 2.535 -3.245 -3.506 -0.3664
C 2.092 -3.631 -4.768 -0.0787
C 3.006 -4.000 -5.746 -0.0681
C 4.365 -3.991 -5.473 -0.0759
C 4.816 -3.603 -4.218 -0.0789
C 3.907 -3.223 -3.244 -0.1254
C -0.173 -3.516 -2.655 -0.4048
C -0.318 -4.901 -2.559 -0.0914
C -1.541 -5.491 -2.814 -0.0700
C -2.632 -4.702 -3.173 -0.0700
C -2.498 -3.328 -3.273 -0.0715
C -1.268 -2.737 -3.006 -0.1185
P 1.215 -3.072 0.598 0.8823
C 2.394 -3.573 1.882 -0.3746
C 3.526 -4.355 1.683 -0.0907
C 4.355 -4.675 2.752 -0.0734
C 4.054 -4.223 4.027 -0.0747
C 2.921 -3.447 4.237 -0.0705
C 2.101 -3.119 3.170 -0.1071
C -0.162 -4.240 0.824 -0.3663
C 0.021 -5.592 1.109 -0.0791
C -1.070 -6.442 1.173 -0.0714
C -2.351 -5.946 0.955 -0.0740
C -2.542 -4.602 0.676 -0.0705
C -1.448 -3.751 0.615 -0.1122
H 2.822 -4.015 -0.936 0.0352
H 1.032 -3.657 -4.986 0.1055
H 2.650 -4.304 -6.722 0.1095
H 5.073 -4.287 -6.236 0.1077
H 5.876 -3.594 -4.000 0.1071
H 4.275 -2.896 -2.276 0.0971
H 0.528 -5.509 -2.259 0.1117
H -1.654 -6.563 -2.728 0.1096
H -3.590 -5.167 -3.368 0.1083
H -3.348 -2.715 -3.543 0.1060
H -1.166 -1.658 -3.061 0.0732
H 3.779 -4.740 0.703 0.0945
H 5.232 -5.285 2.585 0.1085
H 4.699 -4.477 4.858 0.1081
H 2.676 -3.099 5.232 0.1080
H 1.212 -2.518 3.341 0.0941
H 1.019 -5.978 1.284 0.1068
H -0.928 -7.492 1.396 0.1070
H -3.201 -6.614 1.004 0.1077
H -3.539 -4.217 0.501 0.1105
H -1.599 -2.701 0.378 0.0677

=====

(2)
155
Properties=species:S:1:pos:R:3:lowdin_charge:R:1 method="wB97M-V/def2-TZVPD" e_homo_ev=-4.9322 multiplicity=1 charge=-1 max_force_ha_per_bohr=0.132 lumo_ev=1.65
C 7.656 2.446 1.059 -0.0056
C 7.756 1.251 -0.022 -0.4049
O 8.517 1.443 -1.008 0.0312
O 7.025 0.063 0.231 -0.0653
C 6.379 -0.457 -0.969 -0.1581
C 4.799 -0.617 -0.616 -0.1562
C 4.137 -1.948 -1.216 -0.2182
C 2.639 -2.131 -0.651 -0.2100
C 1.589 -1.045 -1.271 -0.1895
C 0.340 -0.938 -0.263 -0.1987
C -1.009 -1.601 -0.924 -0.2404
C -2.239 -0.968 -0.148 -0.3643
P -4.019 -1.510 -0.496 0.4714
C -3.578 -2.561 -2.097 -0.2820
C -3.135 -4.065 -1.878 -0.3071
O -3.964 -5.033 -1.990 -0.0643
C -4.383 -0.135 -1.820 -0.3160
C -3.153 0.708 -2.398 -0.2281
C -3.779 1.642 -3.596 -0.1727
C -3.996 3.171 -3.161 -0.1409
N -5.263 3.762 -3.733 -0.1428
C -5.404 4.745 -4.788 -0.1181
C -6.850 5.183 -5.120 -0.0928
C -7.679 4.298 -4.124 -0.0945
C -6.648 3.461 -3.343 -0.0788
C -5.785 -2.143 -0.795 -0.3139
C -6.921 -2.132 0.298 -0.1148
C -7.879 -0.820 0.338 -0.3737
F -9.275 -1.213 0.229 -0.0011
F -7.676 0.086 -0.732 0.0392
F -7.817 -0.083 1.545 0.0422
P -3.486 -3.215 0.862 0.6609
O -4.579 -4.289 1.024 -0.5292
C -4.478 -0.350 0.980 -0.1942
C -4.344 1.240 0.896 -0.0228
C -4.692 2.076 2.135 -0.0614
C -5.145 1.445 3.458 -0.1250
N -5.252 0.045 3.557 -0.0269
C -4.933 -0.724 2.409 -0.1352
H 7.704 1.985 2.121 0.0890
H 6.648 2.999 1.014 0.0850
H 8.517 3.198 0.892 0.0955
H 6.818 -1.450 -1.330 0.1241
H 6.457 0.267 -1.868 0.1260
H 4.626 -0.624 0.519 0.1223
H 4.284 0.293 -1.108 0.0917
H 4.796 -2.873 -0.978 0.1123
H 4.046 -1.942 -2.369 0.0940
H 2.230 -3.184 -0.834 0.1125
H 2.701 -1.996 0.496 0.1049
H 1.315 -1.263 -2.356 0.1095
H 2.153 -0.033 -1.224 0.0952
H 0.596 -1.583 0.656 0.0996
H 0.144 0.123 0.117 0.1064
H -0.924 -1.351 -2.045 0.0877
H -0.847 -2.725 -0.838 0.0791
H -2.036 -1.293 0.961 0.0628
H -2.024 0.165 -0.036 0.0835
H -4.512 -2.712 -2.776 0.0975
H -2.876 -2.018 -2.821 0.0764
H -2.043 -4.402 -1.668 0.1047
H -5.278 0.543 -1.515 0.0859
H -4.798 -0.582 -2.813 0.0841
H -2.330 0.111 -2.914 0.0905
H -2.652 1.447 -1.691 0.0865
H -3.021 1.631 -4.474 0.1076
H -4.755 1.221 -4.015 0.1069
H -4.012 3.361 -2.036 0.1226
H -3.139 3.779 -3.629 0.1156
H -4.581 5.268 -5.374 0.0921
H -7.241 5.949 -5.866 0.0715
H -8.814 4.338 -4.077 0.0718
H -6.856 2.692 -2.532 0.1029
H -5.691 -3.272 -1.067 0.0881
H -6.296 -1.726 -1.752 0.1049
H -6.674 -2.534 1.340 0.1089
H -7.691 -2.932 -0.068 0.1336
H -3.209 -2.756 2.218 -0.0246
H -2.148 -3.745 0.603 0.0015
H -3.985 1.797 -0.024 0.0639
H -4.608 3.218 2.065 0.0807
H -5.370 2.114 4.366 0.1000
H -5.093 -1.847 2.641 0.0875
F 5.257 -3.269 -3.813 0.0422
C 5.592 -4.568 -3.795 -0.2842
C 6.606 -4.998 -2.953 -0.0185
C 6.950 -6.345 -2.931 -0.0828
C 6.284 -7.246 -3.758 -0.0994
C 5.270 -6.802 -4.603 -0.0830
C 4.918 -5.457 -4.618 -0.0146
H 7.119 -4.281 -2.322 0.1117
H 7.737 -6.694 -2.270 0.1043
H 6.556 -8.297 -3.744 0.0997
H 4.755 -7.504 -5.250 0.1052
H 4.126 -5.095 -5.263 0.1176
F 4.077 1.335 -3.210 0.0531
C 4.823 1.333 -4.327 -0.2832
C 5.097 0.131 -4.961 -0.0104
C 5.866 0.131 -6.120 -0.0766
C 6.359 1.332 -6.626 -0.0982
C 6.081 2.532 -5.978 -0.0812
C 5.303 2.533 -4.825 -0.0120
H 4.711 -0.794 -4.547 0.1007
H 6.080 -0.803 -6.629 0.1054
H 6.962 1.330 -7.529 0.0990
H 6.469 3.466 -6.371 0.1037
H 5.069 3.458 -4.312 0.0978
F -0.758 4.867 -2.710 0.0606
C 0.444 5.231 -3.181 -0.2851
C 0.519 6.104 -4.256 -0.0176
C 1.766 6.485 -4.741 -0.0858
C 2.924 5.981 -4.152 -0.1040
C 2.837 5.102 -3.077 -0.0913
C 1.590 4.728 -2.584 -0.0088
H -0.393 6.479 -4.706 0.1160
H 1.836 7.174 -5.576 0.1029
H 3.896 6.276 -4.535 0.0981
H 3.739 4.707 -2.622 0.0991
H 1.504 4.052 -1.742 0.1193
F -5.018 -3.234 8.805 0.0476
C -5.335 -2.022 8.317 -0.2948
C -5.211 -1.781 6.957 -0.0065
C -5.544 -0.527 6.451 -0.0675
C -5.986 0.473 7.316 -0.0965
C -6.102 0.221 8.680 -0.0996
C -5.780 -1.036 9.184 -0.0372
H -4.857 -2.569 6.303 0.1074
H -5.457 -0.330 5.381 0.0447
H -6.242 1.452 6.922 0.0913
H -6.443 1.002 9.352 0.0971
H -5.872 -1.253 10.242 0.1080
F 5.372 4.014 3.250 0.0553
C 5.773 3.697 4.491 -0.2934
C 6.466 4.633 5.243 -0.0203
C 6.878 4.306 6.531 -0.0863
C 6.601 3.042 7.048 -0.1002
C 5.908 2.109 6.282 -0.0822
C 5.487 2.439 4.998 -0.0171
H 6.680 5.608 4.820 0.1153
H 7.414 5.033 7.130 0.1032
H 6.926 2.786 8.052 0.0997
H 5.697 1.124 6.685 0.1056
H 4.939 1.728 4.391 0.1184
F -1.648 -2.016 3.410 0.0290
C -1.130 -2.682 4.451 -0.2814
C -1.901 -3.632 5.102 -0.0114
C -1.362 -4.328 6.179 -0.0793
C -0.061 -4.058 6.599 -0.1056
C 0.703 -3.099 5.940 -0.0934
C 0.168 -2.410 4.856 -0.0192
H -2.914 -3.822 4.767 0.1160
H -1.954 -5.078 6.692 0.1053
H 0.358 -4.599 7.442 0.0962
H 1.714 -2.887 6.270 0.0993
H 0.750 -1.666 4.325 0.1133